The following is a quantum chemistry calculation of 16 unconnected molecules or ions with the total composition C82H170N7O36P9, from OMol25.

Summary:
- LUMO level (eV) = 0.30
- highest occupied orbital energy (Ha) = -0.287

Each line ends with the Mulliken charge.
Cartesian coordinates (Å):
C1 -9.290 -2.087 -4.076  -1.09
C2 -8.233 -3.135 -4.085  -0.14
O1 -7.573 -2.942 -2.771  -0.37
P1 -6.613 -1.644 -2.408  0.60
O2 -7.165 -0.307 -2.874  -0.81
O3 -5.191 -2.011 -3.122  -0.24
C3 -4.149 -1.048 -3.193  -0.08
C4 -2.917 -1.879 -3.722  -0.64
O4 -6.429 -1.723 -0.763  0.22
C5 -7.586 -1.674 0.075  -0.33
C6 -7.265 -0.827 1.255  -1.15
H1 -9.859 -1.860 -3.175  0.24
H2 -8.866 -1.163 -4.470  0.32
H3 -10.013 -2.348 -4.848  0.39
H4 -8.553 -4.165 -4.242  0.38
H5 -7.506 -2.733 -4.791  0.18
H6 -4.410 -0.236 -3.871  0.33
H7 -4.018 -0.700 -2.168  0.23
H8 -3.065 -2.288 -4.721  0.33
H9 -1.898 -1.551 -3.516  0.43
H10 -2.867 -2.768 -3.093  -0.25
H11 -8.553 -1.582 -0.419  0.43
H12 -7.599 -2.691 0.466  0.28
H13 -7.915 -0.887 2.127  0.40
H14 -6.241 -0.970 1.602  0.16
H15 -7.320 0.162 0.800  0.33
C7 -3.981 5.772 0.514  -1.18
C8 -3.089 6.910 0.126  -0.16
O5 -2.158 6.373 -0.812  0.28
P2 -2.780 5.833 -2.241  -0.15
O6 -4.095 6.423 -2.625  -0.84
O7 -1.561 6.234 -3.254  -0.13
C9 -1.535 7.468 -3.838  0.17
C10 -1.509 7.294 -5.369  -1.50
O8 -2.729 4.221 -2.253  0.35
C11 -3.706 3.426 -2.631  -0.39
C12 -3.309 2.600 -3.747  -0.96
H16 -3.371 4.956 0.903  0.19
H17 -4.688 5.986 1.316  0.44
H18 -4.700 5.526 -0.267  0.38
H19 -3.534 7.813 -0.290  0.14
H20 -2.596 7.248 1.037  0.42
H21 -2.491 7.972 -3.699  0.34
H22 -0.682 8.012 -3.434  0.03
H23 -1.243 8.224 -5.873  0.39
H24 -0.726 6.554 -5.535  0.29
H25 -2.387 6.834 -5.821  0.34
H26 -3.884 2.790 -1.765  0.25
H27 -4.623 3.994 -2.788  0.62
H28 -2.616 1.789 -3.522  0.01
H29 -4.287 2.305 -4.129  0.30
H30 -2.731 3.324 -4.321  0.34
C13 3.072 -11.362 2.205  -1.26
C14 3.547 -9.890 2.376  -0.28
O9 2.628 -9.215 1.549  0.05
P3 2.944 -7.974 0.563  -0.29
O10 1.667 -7.245 0.221  0.17
O11 4.072 -7.026 1.312  -0.17
C15 3.635 -6.083 2.264  0.45
C16 4.985 -5.678 2.967  -1.46
O12 3.744 -8.494 -0.812  -0.34
C17 4.017 -7.634 -1.858  0.12
C18 5.480 -7.297 -1.795  -1.23
H31 2.007 -11.532 2.357  0.26
H32 3.316 -11.809 1.241  0.32
H33 3.601 -11.947 2.957  0.41
H34 3.669 -9.554 3.406  0.30
H35 4.535 -9.689 1.962  0.40
H36 3.189 -5.241 1.736  0.05
H37 2.945 -6.359 3.062  0.14
H38 4.967 -4.805 3.619  0.38
H39 5.324 -6.655 3.311  0.36
H40 5.671 -5.435 2.155  0.36
H41 3.914 -8.106 -2.836  0.29
H42 3.306 -6.808 -1.893  0.04
H43 5.941 -7.220 -0.810  0.28
H44 6.178 -8.042 -2.177  0.37
H45 5.750 -6.435 -2.405  0.30
C19 3.549 -1.581 0.597  -0.88
C20 3.698 -0.139 1.014  0.92
O13 4.771 0.098 1.953  -0.46
P4 5.083 1.617 2.199  0.29
O14 3.916 2.473 2.682  -0.13
O15 6.327 1.429 3.271  -0.42
C21 6.742 2.538 3.995  -0.10
C22 7.642 3.416 3.133  -1.14
O16 5.649 2.051 0.795  0.14
C23 6.751 1.490 0.200  -0.10
C24 7.285 2.294 -1.031  -1.32
H46 4.432 -1.807 0.000  0.41
H47 3.237 -2.336 1.320  0.09
H48 2.785 -1.648 -0.178  0.04
H49 3.866 0.327 0.044  0.06
H50 2.707 0.197 1.321  -0.42
H51 5.961 3.210 4.352  0.08
H52 7.263 2.329 4.929  0.44
H53 8.122 4.112 3.821  0.44
H54 8.471 2.995 2.565  0.25
H55 7.050 4.050 2.472  0.27
H56 7.578 1.254 0.869  0.38
H57 6.307 0.532 -0.070  0.21
H58 8.023 1.624 -1.471  0.42
H59 6.479 2.648 -1.674  0.25
H60 7.824 3.226 -0.859  0.34
C25 -4.597 -6.844 4.606  -1.46
C26 -3.253 -6.222 4.110  0.36
O17 -3.471 -5.348 3.030  -0.10
P5 -2.982 -3.829 3.006  -0.09
O18 -3.742 -2.933 3.915  -0.76
O19 -3.003 -3.407 1.441  0.05
C27 -4.199 -3.302 0.691  -0.42
C28 -4.311 -4.417 -0.411  -0.94
O20 -1.376 -3.998 3.246  0.62
C29 -0.652 -3.384 4.332  0.78
C30 0.749 -4.061 4.654  -0.79
H61 -4.289 -7.556 5.372  0.39
H62 -5.159 -6.058 5.110  0.36
H63 -5.172 -7.253 3.776  0.27
H64 -2.720 -5.656 4.875  0.15
H65 -2.554 -6.990 3.778  0.00
H66 -5.083 -3.306 1.329  0.37
H67 -4.361 -2.327 0.231  0.31
H68 -3.534 -4.240 -1.155  -0.02
H69 -4.268 -5.407 0.042  0.36
H70 -5.219 -4.307 -1.004  0.28
H71 -0.500 -2.311 4.215  -0.63
H72 -1.308 -3.463 5.199  0.26
H73 0.953 -4.112 5.723  0.47
H74 0.726 -5.098 4.319  -0.21
H75 1.618 -3.597 4.187  0.23
C31 0.668 5.712 8.632  -0.95
C32 -0.003 6.564 7.582  -0.35
O21 0.027 5.835 6.392  -0.32
P6 1.284 6.035 5.278  0.63
O22 2.143 7.259 5.376  -0.78
O23 2.046 4.629 5.293  -0.26
C33 1.413 3.323 5.164  0.59
C34 2.031 2.405 6.257  -1.35
O24 0.334 5.959 3.997  -0.14
C35 0.897 6.082 2.812  -0.50
C36 0.112 5.264 1.792  0.11
H76 0.650 6.240 9.586  0.42
H77 0.269 4.698 8.600  0.16
H78 1.722 5.669 8.359  0.25
H79 -1.057 6.718 7.811  0.28
H80 0.424 7.553 7.415  0.38
H81 0.341 3.509 5.239  0.65
H82 1.766 2.849 4.248  -0.31
H83 3.081 2.156 6.105  0.25
H84 1.621 2.826 7.175  0.36
H85 1.431 1.507 6.115  0.32
H86 0.820 7.150 2.606  0.28
H87 1.935 5.755 2.870  0.46
H88 -0.902 5.243 2.191  0.29
H89 0.020 5.694 0.795  0.16
H90 0.444 4.230 1.698  -0.43
C37 2.012 2.428 -2.364  -1.23
C38 0.757 2.693 -1.488  0.69
O25 0.898 1.499 -0.727  -0.04
P7 -0.300 0.518 -0.432  -0.15
O26 -1.216 0.467 -1.552  -0.76
O27 0.311 -0.907 0.024  1.23
C39 -0.565 -2.012 0.100  -0.08
C40 0.050 -3.265 0.679  0.31
O28 -0.983 1.029 0.940  -0.31
C41 -0.072 1.408 1.951  -0.25
C42 -0.203 0.151 2.905  -0.90
H91 2.080 3.258 -3.067  0.49
H92 2.976 2.340 -1.864  0.11
H93 2.033 1.479 -2.899  0.09
H94 0.883 3.513 -0.780  -0.08
H95 -0.120 2.663 -2.134  -0.13
H96 -1.373 -1.638 0.728  0.20
H97 -1.001 -2.310 -0.854  -0.14
H98 -0.708 -3.968 1.024  -0.28
H99 0.754 -3.723 -0.016  0.05
H100 0.551 -2.861 1.558  -0.23
H101 1.005 1.386 1.789  0.14
H102 -0.490 2.262 2.483  0.30
H103 0.433 -0.695 2.641  -0.07
H104 0.076 0.497 3.901  0.52
H105 -1.259 -0.116 2.897  0.17
C43 -3.393 12.149 -0.187  -1.39
C44 -3.083 10.756 -0.768  -0.05
O29 -1.764 10.312 -0.260  -0.03
P8 -0.327 10.601 -0.986  0.48
O30 -0.495 11.124 -2.393  -0.79
O31 0.509 11.599 -0.054  -0.15
C45 0.575 12.937 -0.168  -0.18
C46 1.614 13.434 0.803  -1.27
O32 0.429 9.173 -0.837  0.09
C47 1.677 9.000 -1.538  -0.29
C48 2.687 9.789 -0.742  -1.38
H106 -2.829 12.901 -0.739  0.29
H107 -4.452 12.398 -0.106  0.42
H108 -2.989 12.284 0.816  0.33
H109 -3.896 10.238 -0.260  0.36
H110 -3.374 10.767 -1.819  0.28
H111 0.658 13.407 -1.147  0.35
H112 -0.426 13.341 -0.014  0.25
H113 1.546 13.120 1.845  0.30
H114 2.584 13.053 0.483  0.30
H115 1.803 14.507 0.832  0.41
H116 2.009 7.961 -1.533  0.39
H117 1.741 9.152 -2.616  0.29
H118 3.695 9.434 -0.955  0.47
H119 2.717 10.783 -1.188  0.31
H120 2.448 9.801 0.322  0.26
C49 3.506 0.847 -10.638  -1.01
C50 2.528 -0.276 -10.605  -0.36
O33 1.308 0.357 -10.134  -0.44
P9 0.728 -0.012 -8.719  1.15
O34 0.694 -1.509 -8.508  -0.76
O35 -0.772 0.585 -8.640  -0.30
C51 -1.795 -0.186 -9.179  -0.49
C52 -2.614 -0.495 -7.993  -0.84
O36 1.735 0.786 -7.751  -0.29
C53 1.495 0.747 -6.359  -0.13
C54 2.368 -0.275 -5.784  -0.96
H121 4.454 0.385 -10.364  0.34
H122 3.658 1.253 -11.638  0.30
H123 3.429 1.607 -9.861  0.32
H124 2.263 -0.617 -11.606  0.30
H125 2.830 -1.122 -9.989  0.32
H126 -2.269 0.433 -9.941  0.35
H127 -1.555 -1.131 -9.666  0.38
H128 -2.023 -0.850 -7.149  0.12
H129 -3.173 0.414 -7.769  0.28
H130 -3.244 -1.327 -8.306  0.38
H131 1.816 1.682 -5.901  0.22
H132 0.462 0.588 -6.052  0.28
H133 2.019 -1.291 -5.973  0.39
H134 3.402 -0.350 -6.119  0.33
H135 2.508 -0.166 -4.709  0.15
N1 -4.677 1.041 5.164  0.04
C55 -4.310 1.896 6.182  -0.87
C56 -2.933 1.913 6.242  -0.95
C57 -2.386 0.963 5.379  0.25
C58 -3.528 0.400 4.811  -0.78
H136 -5.649 0.785 5.064  0.24
H137 -5.127 2.374 6.703  0.42
H138 -2.331 2.612 6.804  0.56
H139 -1.388 0.568 5.262  0.48
H140 -3.495 -0.495 4.207  0.68
N2 4.600 -3.026 -4.627  0.17
C59 4.148 -2.962 -3.350  -1.25
C60 3.225 -4.005 -3.129  0.12
C61 3.043 -4.612 -4.350  -0.30
C62 3.882 -3.991 -5.282  -1.21
H141 5.291 -2.424 -5.052  0.25
H142 4.405 -2.053 -2.826  0.64
H143 2.692 -4.216 -2.215  0.67
H144 2.320 -5.410 -4.431  0.50
H145 4.113 -4.107 -6.330  0.46
N3 -2.890 -3.586 8.219  0.02
C63 -1.929 -4.175 9.039  -0.64
C64 -0.883 -3.189 9.202  -0.74
C65 -1.262 -2.080 8.427  -0.26
C66 -2.488 -2.299 7.954  -0.64
H146 -3.719 -4.076 7.914  0.24
H147 -2.100 -5.182 9.389  0.41
H148 0.042 -3.220 9.757  0.41
H149 -0.790 -1.124 8.253  0.54
H150 -2.978 -1.673 7.223  0.67
N4 -0.509 -10.114 -0.929  0.11
C67 -0.876 -11.394 -0.847  -0.45
C68 -1.974 -11.397 0.036  -0.77
C69 -2.486 -10.090 0.177  -0.90
C70 -1.393 -9.291 -0.209  -0.42
H151 0.358 -9.862 -1.382  0.25
H152 -0.169 -12.137 -1.184  0.43
H153 -2.477 -12.351 0.088  0.41
H154 -3.416 -9.807 0.648  0.46
H155 -1.332 -8.218 -0.104  0.82
N5 6.442 7.239 -3.794  -0.01
C71 5.092 7.241 -4.177  -0.76
C72 4.529 6.200 -3.455  -0.41
C73 5.419 5.797 -2.448  -0.13
C74 6.561 6.506 -2.640  -0.87
H156 7.146 7.857 -4.171  0.20
H157 4.687 7.922 -4.911  0.40
H158 3.503 5.888 -3.581  0.60
H159 5.108 5.071 -1.712  0.57
H160 7.442 6.606 -2.024  0.41
N6 -1.487 -6.537 -4.244  0.03
C75 -1.567 -6.855 -2.915  -1.13
C76 -0.846 -5.883 -2.206  0.41
C77 -0.659 -4.801 -3.087  -0.57
C78 -1.087 -5.250 -4.364  -1.40
H161 -1.829 -7.198 -4.927  0.23
H162 -1.983 -7.784 -2.553  0.56
H163 -0.550 -5.984 -1.172  0.50
H164 -0.271 -3.829 -2.821  0.76
H165 -1.124 -4.659 -5.267  0.64
N7 -0.180 -9.101 3.202  0.90
C79 0.029 -7.972 3.892  -0.65
C80 -0.371 -8.044 5.207  -0.33
C81 -1.002 -9.359 5.297  -0.81
C82 -0.743 -9.964 4.066  -0.71
H166 0.109 -9.227 2.242  -0.18
H167 0.538 -7.188 3.350  0.18
H168 -0.285 -7.223 5.903  0.62
H169 -1.554 -9.788 6.121  0.45
H170 -0.968 -10.984 3.791  0.48